Entry 1:
The following is a DFT calculation (ωB97M-V with the def2-TZVPD basis set) of a cluster of 6 separate species, C8H28N4O9 in total at a distorted geometry.

Atoms and positions in Å:
H (-1.586, -0.044, 0.578)
H (0.432, 8.971, -3.358)
H (-0.477, 7.536, -1.903)
O (0.909, 6.049, -2.008)
H (3.094, -4.472, -2.062)
H (-5.939, -5.953, 4.771)
H (3.608, -3.332, -3.909)
H (3.318, -2.653, -0.414)
C (4.047, -3.945, -2.034)
H (-1.998, -3.987, -3.933)
H (1.043, 7.970, -1.169)
H (-3.372, -4.288, 4.106)
C (3.948, -2.612, -1.302)
O (5.222, -2.044, -0.977)
O (-1.515, -1.486, -4.420)
H (-0.373, 5.002, 5.399)
O (0.618, 4.218, 3.377)
H (0.832, 7.459, -4.043)
H (-1.893, -4.384, -5.583)
O (-3.831, -4.645, 4.869)
H (1.127, 5.758, 6.053)
H (3.461, -1.884, -1.952)
H (5.651, -2.757, -0.500)
C (1.103, 5.003, 4.205)
H (2.407, 6.288, 4.677)
O (-5.873, -6.878, 5.020)
N (-1.806, -3.672, -4.873)
O (-1.918, -0.940, 0.636)
N (0.600, 5.267, 5.344)
N (-1.649, -2.335, -6.445)
C (-1.574, -2.437, -5.178)
H (-1.749, -3.086, -7.112)
H (-2.135, -1.174, -0.266)
N (2.119, 5.697, 3.910)
H (0.575, 5.643, -1.205)
H (-1.856, -1.382, -6.709)
C (-4.623, -6.856, 5.697)
H (-4.367, -7.885, 5.952)
H (-3.437, -6.487, 3.966)
H (2.849, 8.769, -4.024)
O (2.548, 8.364, -3.208)
H (-2.571, -6.331, 5.436)
C (1.120, 8.134, -3.238)
C (-3.518, -6.065, 4.968)
C (0.602, 7.425, -2.004)
H (4.701, -4.660, -1.534)
H (2.667, 5.338, 3.141)
O (4.299, -3.783, -3.419)
H (-4.843, -6.432, 6.677)

Results
**Highest occupied orbital energy**: -0.35110 Ha
**Molar mass**: 324.33 g mol⁻¹
**LUMO energy**: 0.4 eV
**SMILES**: NC(N)=O.NC(N)=O.OCCO.OCCO.OCCO.O
**Gap between HOMO and LUMO**: 9.981 eV
**Total charge**: 0
**Energy**: -33135.367 eV
**Relative energy (zero: lowest compared OMol25 entry of this formula, charge and spin)**: 75.26 kcal per mole



Entry 2:
The following is a DFT calculation (ωB97M-V with the def2-TZVPD basis set) of a cluster of 6 separate species, C8H28N8O6 in total at a distorted geometry.

Atoms and positions in Å:
H (-0.855, 0.306, 2.191)
N (-0.083, 2.492, -2.993)
H (-2.477, 0.494, 3.869)
C (2.349, -0.445, 0.873)
N (1.765, -0.253, -2.382)
C (2.655, 0.599, -2.901)
H (-0.505, -3.542, -0.262)
H (4.993, -0.536, 1.862)
N (-2.101, 2.679, -2.220)
C (4.425, -1.420, 1.955)
H (-2.524, -0.837, 4.954)
C (-1.006, 2.002, -2.180)
H (2.218, -0.042, 3.611)
H (0.918, 2.107, -2.868)
C (-0.994, -2.711, -0.623)
H (-4.315, 2.166, -0.585)
H (1.411, 0.051, 1.073)
N (-2.053, -0.392, 4.142)
C (2.958, -0.971, 2.194)
H (-1.178, -2.845, -1.732)
H (-1.940, -2.544, -0.152)
N (-1.143, -0.697, 2.209)
O (-3.726, -1.081, -1.050)
H (-0.809, -1.266, 1.456)
H (2.551, -1.932, 2.591)
H (-4.686, 1.199, -1.933)
H (-2.761, 1.609, 0.774)
C (-3.573, 0.202, -0.528)
O (-1.922, -2.700, 3.326)
N (-2.914, 0.570, 0.455)
H (2.987, 0.329, 0.482)
O (-0.392, -1.416, -0.450)
C (-1.721, -1.274, 3.214)
N (-4.115, 1.268, -1.112)
H (-2.960, 2.258, -1.840)
N (2.418, 1.730, -2.344)
H (-2.234, 3.542, -2.743)
H (1.977, 1.875, -1.413)
H (2.843, 2.591, -2.815)
H (2.178, -1.237, 0.166)
H (1.684, -1.154, -2.726)
O (3.397, 0.218, -4.016)
O (-0.750, 1.105, -1.161)
H (-0.274, 3.153, -3.757)
H (1.140, -0.066, -1.695)
H (4.605, -2.106, 1.103)
H (-0.903, -0.708, -0.801)
O (3.014, -0.104, 3.097)
H (-2.387, -0.139, 1.003)
H (4.806, -2.107, 2.669)

Results
**Highest occupied orbital energy**: -0.34257 Ha
**Molar mass**: 332.36 g mol⁻¹
**LUMO energy**: -0.3 eV
**SMILES**: NC(N)=O.NC(N)=O.NC(N)=O.NC(N)=O.CC(C)O.CO
**Gap between HOMO and LUMO**: 8.988 eV
**Total charge**: 0
**Energy**: -32952.148 eV
**Relative energy (zero: lowest compared OMol25 entry of this formula, charge and spin)**: 126.29 kcal per mole



Entry 3:
The following is a DFT calculation (ωB97M-V with the def2-TZVPD basis set) of a cluster of 6 separate species, C8H28O10 in total at a distorted geometry.

Atoms and positions in Å:
H (-14.073, 3.743, -3.225)
H (-13.232, 3.652, -0.790)
O (-14.609, 2.952, -3.018)
H (-10.255, 0.122, -2.947)
O (-12.951, 1.561, 1.846)
C (-14.128, 1.864, 2.544)
H (-11.609, 2.074, -1.064)
O (-15.551, 1.912, 0.565)
H (-14.261, 2.931, 2.770)
C (-10.580, 1.053, -3.436)
C (-13.527, 5.159, 0.432)
C (-15.382, 1.365, 1.850)
H (-12.491, -3.073, -2.736)
C (-13.055, 6.592, 0.405)
H (-14.518, -1.653, -2.679)
O (-14.815, -3.162, -1.258)
H (-12.457, 1.168, -2.895)
O (-13.391, 1.940, -1.066)
H (-12.976, 1.924, 0.951)
H (-9.137, 2.303, -2.522)
H (-12.073, 6.588, -0.080)
H (-13.707, 7.232, -1.298)
H (-14.130, 2.425, -2.224)
H (-14.200, -1.276, -0.941)
O (-13.375, 4.613, -0.863)
H (-14.554, 5.113, 0.810)
O (-10.629, 2.129, -1.177)
H (-16.261, 1.614, 2.447)
C (-10.225, 2.202, -2.521)
H (-12.139, -1.409, -2.269)
O (-11.978, 0.951, -3.702)
H (-14.731, 1.992, 0.023)
H (-14.052, 1.395, 3.529)
O (-13.883, 7.451, -0.378)
C (-12.634, -2.337, -1.947)
H (-14.358, -3.473, -0.470)
H (-15.352, 0.268, 1.806)
H (-12.111, -2.235, -0.015)
H (-12.982, 7.022, 1.401)
H (-12.913, 4.611, 1.156)
C (-14.116, -2.031, -1.740)
H (-10.085, 1.092, -4.404)
H (-15.486, 3.218, -2.681)
H (-13.206, 0.997, -1.103)
O (-12.071, -2.849, -0.755)
H (-10.604, 3.127, -2.991)

Results
**Highest occupied orbital energy**: -0.36178 Ha
**Molar mass**: 284.30 g mol⁻¹
**LUMO energy**: -0.6 eV
**Gap between HOMO and LUMO**: 9.251 eV
**Total charge**: 0
**Energy**: -29222.114 eV
**Relative energy (zero: lowest compared OMol25 entry of this formula, charge and spin)**: 32.52 kcal per mole



Entry 4:
The following is a DFT calculation (ωB97M-V with the def2-TZVPD basis set) of a cluster of 6 separate species, C8H28O7 in total at a distorted geometry.

Atoms and positions in Å:
H (11.014, -14.910, 1.623)
H (12.517, -12.870, 5.161)
H (11.724, -8.835, 5.985)
C (15.285, -16.289, 8.267)
H (12.316, -14.051, 11.044)
H (14.292, -16.025, 8.637)
H (12.753, -10.686, 4.677)
O (14.916, -13.843, 10.681)
H (15.799, -13.597, 10.390)
H (12.298, -12.763, 6.840)
H (11.622, -13.654, 2.813)
H (9.993, -15.832, 4.861)
O (14.248, -9.151, 4.739)
H (15.764, -15.333, 8.044)
C (13.395, -10.129, 5.364)
H (11.126, -13.660, 5.805)
H (14.285, -13.397, 8.790)
C (10.014, -16.260, 5.868)
O (11.961, -14.538, 8.960)
H (16.026, -16.278, 10.079)
H (12.722, -13.162, 1.060)
C (12.513, -13.730, 10.022)
H (11.954, -16.133, 6.103)
H (11.779, -15.446, 9.221)
H (10.091, -13.554, 2.028)
H (12.879, -14.624, 7.294)
O (15.908, -16.939, 9.393)
H (11.897, -12.829, 9.960)
H (15.217, -16.899, 7.371)
O (12.973, -14.594, 6.330)
H (12.161, -10.120, 7.151)
C (12.179, -13.466, 6.011)
C (12.542, -9.412, 6.414)
C (11.129, -13.850, 1.859)
O (11.307, -16.854, 6.035)
C (13.942, -13.211, 9.811)
H (14.391, -9.438, 3.833)
O (11.791, -13.145, 0.832)
H (14.026, -12.134, 9.963)
H (13.137, -8.662, 6.938)
H (14.079, -10.897, 5.736)
H (9.314, -17.095, 5.882)
H (9.668, -15.448, 6.510)

Results
**Highest occupied orbital energy**: -0.36643 Ha
**Molar mass**: 236.31 g mol⁻¹
**LUMO energy**: 0.3 eV
**SMILES**: OCCO.CCO.CO.CO.CO.CO
**Gap between HOMO and LUMO**: 10.285 eV
**Total charge**: 0
**Energy**: -23079.086 eV
**Relative energy (zero: lowest compared OMol25 entry of this formula, charge and spin)**: 83.52 kcal per mole